# 1
The following is a DFT calculation (ωB97M-V/def2-TZVPD) of a molecular structure, C35H29CuN3OPS3.

Output
energy	-4767.14093	Ha
Kohn-Sham gap (spin up / spin down)	0.26769 / 0.25236	hartree
largest force on an atom	1.11	eV Å⁻¹

The geometry in ORCA input format:
```
! RIJCOSX wB97M-V def2-TZVPD def2/J DEFGRID3
* xyz -1 2
Cu -0.359 0.696 0.827
C 1.293 4.650 0.651
C 1.254 3.176 0.344
N 0.147 2.619 0.034
N -0.963 3.396 -0.107
C -1.886 3.253 0.784
S -1.716 2.372 2.247
S -3.411 4.114 0.528
C -3.317 4.609 -1.241
C -3.841 3.542 -2.155
C -2.989 2.590 -2.705
C -3.493 1.577 -3.507
C -4.851 1.506 -3.775
C -5.707 2.457 -3.240
C -5.204 3.465 -2.433
C 2.487 2.386 0.466
C 3.687 2.925 -0.001
C 4.895 2.273 0.160
C 4.915 1.065 0.851
C 3.746 0.515 1.327
C 2.491 1.127 1.114
O 1.412 0.501 1.528
H 0.454 4.884 1.308
H 1.168 5.243 -0.259
H 2.225 4.924 1.140
H -2.270 4.831 -1.428
H -3.916 5.517 -1.303
H -1.932 2.626 -2.476
H -2.823 0.825 -3.904
H -5.247 0.703 -4.385
H -6.772 2.405 -3.435
H -5.874 4.199 -1.998
H 3.659 3.875 -0.525
H 5.809 2.706 -0.227
H 5.852 0.542 1.008
H 3.747 -0.420 1.873
C -2.821 -4.791 -0.540
C -1.854 -4.402 -1.453
C -0.833 -3.546 -1.069
C -0.749 -3.082 0.244
C -1.730 -3.481 1.153
C -2.753 -4.330 0.767
P 0.368 -1.695 0.697
C 1.000 -2.220 2.334
C 0.221 -1.823 3.424
C 0.608 -2.118 4.720
C 1.790 -2.806 4.952
C 2.586 -3.177 3.880
C 2.198 -2.883 2.580
C 1.712 -1.927 -0.520
C 2.029 -0.854 -1.350
C 3.050 -0.957 -2.282
C 3.762 -2.139 -2.400
C 3.421 -3.233 -1.614
C 2.393 -3.132 -0.690
H -3.630 -5.442 -0.845
H -1.905 -4.752 -2.477
H -0.093 -3.237 -1.796
H -1.693 -3.116 2.172
H -3.516 -4.612 1.481
H -0.677 -1.241 3.246
H -0.002 -1.789 5.552
H 2.097 -3.039 5.964
H 3.526 -3.688 4.052
H 2.851 -3.157 1.765
H 1.461 0.065 -1.267
H 3.294 -0.108 -2.909
H 4.572 -2.219 -3.114
H 3.955 -4.168 -1.726
H 2.096 -4.003 -0.117
S -4.485 -0.719 0.173
C -3.006 -0.134 0.041
N -1.913 0.279 -0.111
*
```


# 2
The following is a DFT calculation (ωB97M-V/def2-TZVPD) of a single C15H22N2O4S2 molecule.

Output
energy	-1791.60150	Ha
Kohn-Sham gap	0.36704	hartree
largest force on an atom	1.09	eV Å⁻¹

The geometry in ORCA input format:
```
! RIJCOSX wB97M-V def2-TZVPD def2/J DEFGRID3
* xyz 0 1
C 3.077 3.354 -0.290
C 1.817 2.657 0.091
C 0.646 3.358 0.373
C -0.520 2.696 0.726
C -0.515 1.318 0.795
S -1.972 0.356 1.172
O -2.912 1.174 1.887
O -1.548 -0.882 1.761
N -2.485 0.029 -0.393
C -3.052 -1.291 -0.625
C -4.558 -1.054 -0.714
C -4.615 0.270 -1.476
C -3.387 1.031 -0.953
C 0.634 0.602 0.522
C 1.790 1.267 0.179
S 3.306 0.335 -0.154
O 3.620 0.506 -1.544
O 4.272 0.733 0.827
N 2.988 -1.253 0.082
C 2.266 -2.029 -0.912
C 1.852 -3.300 -0.167
C 1.706 -2.839 1.286
C 2.815 -1.793 1.421
H 2.931 4.429 -0.356
H 3.852 3.133 0.442
H 3.433 2.971 -1.245
H 0.652 4.437 0.317
H -1.425 3.234 0.960
H -2.661 -1.675 -1.573
H -2.752 -1.952 0.186
H -4.969 -0.932 0.288
H -5.082 -1.860 -1.223
H -5.537 0.819 -1.299
H -4.515 0.087 -2.547
H -2.872 1.580 -1.746
H -3.661 1.729 -0.159
H 0.590 -0.468 0.602
H 1.396 -1.476 -1.284
H 2.925 -2.229 -1.759
H 2.645 -4.044 -0.240
H 0.933 -3.725 -0.566
H 0.723 -2.397 1.457
H 1.835 -3.656 1.992
H 2.577 -0.992 2.123
H 3.757 -2.256 1.737
*
```


# 3
The following is a DFT calculation (ωB97M-V/def2-TZVPD) of a molecular structure, C9H4Br2ClNO5PtSe2Te2.

Output
energy	-11842.40273	Ha
Kohn-Sham gap (spin up / spin down)	0.14456 / 0.23859	hartree
largest force on an atom	3.75	eV Å⁻¹

The geometry in ORCA input format:
```
! RIJCOSX wB97M-V def2-TZVPD def2/J DEFGRID3
* xyz 0 5
Pt -0.973 0.167 -1.553
Br -3.214 -2.003 2.870
C -1.479 -1.337 2.620
C -0.569 -1.355 3.640
C 0.717 -0.854 3.436
Br 1.930 -0.904 4.877
C 1.130 -0.315 2.185
C 2.410 0.206 1.909
C 2.683 0.707 0.629
C 1.706 0.683 -0.333
N 0.463 0.185 -0.087
C 0.178 -0.305 1.145
C -1.154 -0.810 1.314
O -1.976 -0.783 0.358
H -0.851 -1.757 4.603
H 3.165 0.215 2.679
H 3.652 1.113 0.382
H 1.902 1.066 -1.324
O -2.780 1.476 -3.513
Cl -2.532 0.109 -3.026
O -2.060 -0.652 -4.193
O -3.753 -0.454 -2.556
O 0.475 1.278 -3.500
Se 1.066 -1.757 -2.901
Te 0.811 -0.258 -4.713
Te -0.322 3.092 -3.644
Se -0.626 3.248 -1.303
*
```


# 4
The following is a DFT calculation (ωB97M-V/def2-TZVPD) of a single C10H9NO3 molecule.

Output
energy	-666.90394	Ha
Kohn-Sham gap	0.36077	hartree
largest force on an atom	4.74	eV Å⁻¹

The geometry in ORCA input format:
```
! RIJCOSX wB97M-V def2-TZVPD def2/J DEFGRID3
* xyz 0 1
O 0.852 2.808 0.598
C 0.521 1.662 0.599
C -0.817 1.044 0.378
C -1.986 1.657 0.082
C -2.999 0.760 -0.407
C -2.907 -0.637 -0.452
C -1.654 -1.269 0.005
C -0.641 -0.361 0.321
C 0.818 -0.662 0.546
O 1.129 -1.480 1.669
C 1.560 -1.354 -0.820
O 2.404 -0.253 -1.292
C 2.715 0.495 -0.166
N 1.418 0.616 0.592
H -2.023 2.662 -0.181
H -3.936 1.117 -0.764
H -3.672 -1.281 -0.942
H -1.471 -2.281 -0.064
H 1.207 -0.912 2.444
H 1.942 -2.288 -0.447
H 0.932 -1.552 -1.723
H 3.080 1.465 -0.477
H 3.530 0.042 0.500
*
```


# 5
The following is a DFT calculation (ωB97M-V/def2-TZVPD) of a single H5NOSi molecule.

Output
energy	-422.53148	Ha
Kohn-Sham gap	0.38093	hartree
largest force on an atom	3.64	eV Å⁻¹

The geometry in ORCA input format:
```
! RIJCOSX wB97M-V def2-TZVPD def2/J DEFGRID3
* xyz 0 1
N 1.264 0.660 0.147
Si -0.269 -0.464 0.137
O -1.444 0.585 -0.248
H 1.289 1.271 -0.657
H 2.120 0.128 0.179
H -0.222 -1.533 -0.864
H -0.378 -0.973 1.499
H -2.362 0.327 -0.192
*
```


# 6
The following is a DFT calculation (ωB97M-V/def2-TZVPD) of a single C4H7NO molecule.

Output
energy	-286.50346	Ha
Kohn-Sham gap	0.38913	hartree
largest force on an atom	4.08	eV Å⁻¹

The geometry in ORCA input format:
```
! RIJCOSX wB97M-V def2-TZVPD def2/J DEFGRID3
* xyz 0 1
C 1.056 1.211 -0.051
C 0.750 -0.269 0.369
N 0.271 -1.301 -0.565
C -0.644 -0.748 0.368
C -1.751 -0.002 -0.322
O -2.813 0.371 0.157
H 2.064 1.045 -0.884
H 0.196 1.757 -0.751
H 1.319 1.872 0.904
H 1.389 -0.709 1.215
H 0.721 -2.154 -0.280
H -1.031 -1.419 1.188
H -1.527 0.344 -1.347
*
```


# 7
The following is a DFT calculation (ωB97M-V/def2-TZVPD) of a single C2H2OS3 molecule.

Output
energy	-1347.18231	Ha
Kohn-Sham gap	0.27754	hartree
largest force on an atom	2.60	eV Å⁻¹

The geometry in ORCA input format:
```
! RIJCOSX wB97M-V def2-TZVPD def2/J DEFGRID3
* xyz 0 1
O -0.647 -1.597 -0.259
C -0.595 -0.409 -0.106
S -2.113 0.489 0.039
C 0.607 0.447 -0.047
S 0.695 2.085 -0.142
S 1.992 -0.612 0.009
H -2.875 -0.653 0.116
H 2.936 0.249 0.391
*
```


# 8
The following is a DFT calculation (ωB97M-V/def2-TZVPD) of a single C3H4N2OS molecule.

Output
energy	-699.56831	Ha
Kohn-Sham gap	0.29602	hartree
largest force on an atom	6.06	eV Å⁻¹

The geometry in ORCA input format:
```
! RIJCOSX wB97M-V def2-TZVPD def2/J DEFGRID3
* xyz 0 1
O -1.075 -0.426 2.646
C -1.477 0.367 1.689
N -1.038 0.442 0.386
C 0.120 -0.266 0.421
N 0.968 -0.385 -0.587
C 0.828 -0.077 -1.952
S -0.410 0.363 -2.940
H -2.196 1.374 1.733
H 0.389 -0.702 1.382
H 2.041 -0.438 -0.331
H 1.850 -0.253 -2.447
*
```


# 9
The following is a DFT calculation (ωB97M-V/def2-TZVPD) of 2 unconnected molecules or ions with the total composition C19H24F3NO6S2.

Output
energy	-2340.24452	Ha
Kohn-Sham gap	0.10986	hartree
largest force on an atom	3.88	eV Å⁻¹

The geometry in ORCA input format:
```
! RIJCOSX wB97M-V def2-TZVPD def2/J DEFGRID3
* xyz 0 1
C -4.573 0.353 1.068
C -3.697 0.119 0.241
C -2.537 -0.382 -0.713
C -2.695 -1.964 -0.796
C -3.179 -2.704 -2.011
C -3.320 -4.190 -1.931
N -3.016 -4.929 -0.766
C -2.527 -4.259 0.366
C -2.335 -2.758 0.437
S -1.696 -2.070 1.993
C -0.586 -3.410 2.652
C 0.651 -2.872 3.462
O 1.521 -3.671 3.783
O 0.801 -1.544 3.851
C 2.219 -1.191 3.995
C 2.253 0.409 3.820
C 2.110 0.666 2.248
O 3.588 0.801 4.279
C 3.862 2.151 3.919
O 3.077 3.046 4.160
C 5.233 2.423 3.148
S 4.796 2.730 1.369
H -5.508 0.201 1.676
H -1.551 -0.146 -0.220
H -2.651 0.058 -1.750
H -3.443 -2.124 -2.935
H -3.686 -4.762 -2.839
H -3.115 -5.953 -0.716
H -2.300 -4.900 1.274
H -0.198 -3.984 1.752
H -1.237 -4.116 3.263
H 2.840 -1.601 3.132
H 2.634 -1.526 4.990
H 1.431 0.903 4.419
H 1.270 -0.011 1.890
H 1.846 1.734 1.989
H 3.043 0.302 1.701
H 5.787 3.289 3.604
H 5.893 1.493 3.178
H 4.762 1.503 0.731
C -1.414 3.926 -5.229
C -0.017 3.432 -5.573
O 0.822 3.255 -4.448
C 0.694 2.039 -3.654
O 0.743 0.963 -4.403
C -0.546 2.055 -2.692
F -0.755 3.295 -2.172
F -0.344 1.245 -1.618
F -1.720 1.674 -3.246
H -1.384 4.673 -4.433
H -1.888 4.365 -6.111
H -2.053 3.108 -4.900
H 0.467 4.213 -6.169
H -0.052 2.544 -6.212
H 1.525 2.181 -2.935
*
```